Record 1
Formula: C19H24BrNO2
Source: the OMol25 dataset
Level of theory: ωB97M-V with the def2-TZVPD basis set

XYZ file:
```
47
Properties=species:S:1:pos:R:3:mulliken_charge:R:1
Br 1.313 -3.904 -2.768 -0.2219
O 2.961 0.231 -2.941 -0.2466
O -1.765 -0.659 1.272 -0.2883
N 1.153 1.276 -0.868 -0.2648
C -2.623 -1.254 2.225 -0.7087
C -3.152 -0.173 3.131 0.5048
C 3.907 0.233 -1.894 -0.6712
C 0.469 -1.533 -1.429 -0.0010
C -2.290 0.793 3.633 -0.3681
C -4.103 1.810 4.830 -0.4310
C -0.532 -3.568 -0.618 -0.7703
C 2.068 1.067 -4.979 -1.2892
C 0.319 -2.909 -1.480 -0.5231
C 3.601 1.229 -0.768 -0.8792
C -0.097 0.716 -0.410 -0.8581
C -4.493 -0.137 3.485 -0.5463
C -1.106 -1.454 0.388 0.3196
C 3.135 1.245 -3.910 -0.2348
C -1.247 -2.835 0.316 -0.5099
C -4.965 0.847 4.335 -0.5571
C -2.765 1.783 4.475 -0.5671
C 2.294 0.904 -0.049 -0.3324
C -0.234 -0.792 -0.496 0.8573
H -2.088 2.533 4.857 0.3770
H 1.330 0.988 -1.825 0.0423
H -0.902 1.169 -1.001 0.3001
H -6.011 0.865 4.607 0.3865
H -1.912 -3.360 0.982 0.3989
H -2.067 -1.993 2.824 0.4234
H 2.231 1.480 0.883 0.4098
H 4.427 1.191 -0.056 0.4264
H 3.890 -0.785 -1.491 0.2892
H -0.249 1.020 0.629 0.3449
H 2.209 1.799 -5.769 0.4247
H -4.473 2.580 5.490 0.3723
H -5.171 -0.883 3.095 0.3426
H -3.455 -1.768 1.724 0.4610
H 2.133 0.067 -5.401 0.2922
H 1.079 1.197 -4.547 0.2831
H 4.139 1.159 -4.353 0.4182
H 4.910 0.428 -2.300 0.4683
H -1.248 0.769 3.353 0.3602
H 3.046 2.239 -3.450 0.2576
H 1.146 -1.050 -2.118 0.4973
H 3.541 2.242 -1.168 0.2915
H -0.644 -4.640 -0.666 0.4025
H 2.291 -0.167 0.220 0.3175
```

Total energy, eV: -95719.588
ΔE to the lowest compared entry with this formula, charge and spin, kJ/mol: 15.2
Total charge: 0
SMILES: CCOCCCNCc1cc(Br)ccc1OCc1ccccc1
HOMO, hartree: -0.305
Gap between HOMO and LUMO, eV: 9.111
LUMO energy, hartree: 0.0295

---

Record 2
Formula: C19H24F2N2O4S
Source: the OMol25 dataset
Level of theory: ωB97M-V with the def2-TZVPD basis set

XYZ file:
```
52
Properties=species:S:1:pos:R:3:mulliken_charge:R:1
S 2.512 -1.712 2.246 0.1059
F 3.273 -2.767 -1.941 -0.3548
F -3.337 -1.227 -1.142 -0.4165
O -3.959 -0.654 1.850 -0.2254
O -4.505 1.520 1.684 -0.5837
O 5.178 0.793 -1.959 -0.6507
O 5.044 2.718 -0.801 -0.3833
N 2.804 -1.935 0.655 -0.7326
N 0.964 -1.177 2.298 -0.6452
C -0.704 -0.708 0.634 -0.8535
C 0.003 -1.130 -1.686 -0.3937
C -0.992 -0.703 -0.716 0.4585
C 5.012 3.090 0.587 -0.4660
C -1.653 1.982 -2.118 -1.1034
C 1.265 -1.553 -1.349 0.2479
C -5.963 0.006 2.893 -0.4418
C 4.981 0.729 0.453 0.2024
C 4.462 1.875 1.311 -0.4485
C -4.748 0.422 2.092 0.4636
C 1.645 -1.593 0.050 0.5023
C 2.275 -1.946 -2.453 -0.0134
C 0.620 -1.168 0.984 0.6398
C 5.067 1.367 -0.912 0.5260
C 2.923 -0.646 -3.045 -0.9901
C -2.400 -0.185 -1.084 0.3622
C -4.575 -1.840 2.377 -0.4718
C -2.350 0.608 -2.419 -0.5488
C -5.535 -1.347 3.445 -0.5266
H 4.770 1.820 2.355 0.3737
H -1.434 -0.377 1.380 0.4399
H 1.733 -2.493 -3.244 0.4366
H 3.830 -0.401 -2.441 0.2761
H 3.222 -0.885 -4.081 0.3546
H -2.178 2.523 -1.310 0.3309
H -3.363 0.830 -2.792 0.3570
H 3.370 1.888 1.284 0.1948
H 6.028 3.339 0.903 0.2539
H -6.363 -2.031 3.628 0.3352
H 4.299 -0.114 0.444 -0.2890
H -5.002 -1.207 4.387 0.2700
H -1.738 0.118 -3.191 0.2944
H -6.818 -0.078 2.220 0.2666
H -6.170 0.721 3.685 0.3002
H -2.679 0.554 -0.309 0.1481
H -0.237 -1.127 -2.756 0.2570
H 2.211 0.197 -3.044 0.2601
H 4.380 3.967 0.713 0.3535
H -1.650 2.544 -3.068 0.4034
H -5.086 -2.356 1.562 0.2628
H -3.809 -2.497 2.784 0.3431
H -0.604 1.839 -1.802 0.2203
H 5.980 0.409 0.757 0.2984
```

Total energy, eV: -47532.690
Total charge: 0
HOMO, hartree: -0.327
Gap between HOMO and LUMO, eV: 8.247
LUMO energy, hartree: -0.0237

---

Record 3
Formula: C19H24FIrN7O4P2
Source: the OMol25 dataset
Level of theory: ωB97M-V with the def2-TZVPD basis set

XYZ file:
```
58
Properties=species:S:1:pos:R:3:mulliken_charge:R:1
Ir -0.113 -1.120 -0.174 1.7366
P -0.398 0.411 1.455 0.8577
P 1.948 -1.158 0.672 0.9932
F -2.715 4.284 -4.919 -0.3008
O -0.764 1.226 -1.483 -0.6076
O -2.012 6.355 -3.189 -0.5752
O 0.929 -0.113 -1.604 -0.8934
O 1.359 3.828 -1.478 -0.6597
N -0.258 5.114 -2.439 -0.0711
N -2.823 -4.965 -1.449 -0.2400
N -2.898 -4.160 0.756 -0.6297
N -1.141 -2.482 0.856 -0.3488
N 0.219 3.006 -3.269 0.1924
N -4.272 -5.836 0.121 -0.3500
N -1.399 -2.723 -2.651 -0.8375
C 0.506 3.975 -2.337 0.4902
C -0.895 3.104 -4.094 -0.0056
C -0.946 -1.996 -1.875 -0.1655
C 2.009 0.885 4.753 -0.8404
C 3.033 -0.018 4.462 -0.6861
C 0.959 0.358 2.657 0.3013
C 0.969 1.067 3.859 -0.6365
C -1.961 -3.298 0.707 0.6416
C -1.656 4.192 -4.118 0.2899
C -1.804 -0.046 2.486 -1.4711
C -3.313 -4.965 -0.206 0.6417
C 3.145 -0.066 -0.117 -1.3255
C 3.033 -0.706 3.262 -0.7356
C -0.604 2.142 1.047 -1.4878
C 2.694 -2.786 0.733 -1.4580
C -1.379 5.335 -3.251 0.2599
C 1.991 -0.502 2.355 0.2789
C 0.920 1.753 -3.109 -1.4372
C 0.285 0.924 -2.024 0.9715
H 3.746 -2.698 1.006 0.5058
H 2.163 -3.410 1.450 0.3697
H 2.760 0.954 -0.138 0.2769
H 2.624 -3.249 -0.252 0.4289
H -0.018 5.863 -1.803 0.2465
H 0.941 1.206 -4.051 0.4025
H -0.716 2.686 1.987 0.6764
H -1.711 -1.091 2.766 0.3889
H 0.258 2.512 0.494 0.2559
H -3.206 -5.587 -2.141 0.2366
H 1.942 1.965 -2.803 0.4080
H 3.352 -0.377 -1.138 0.3989
H 2.022 1.436 5.684 0.4167
H 0.170 1.758 4.104 0.3657
H 3.835 -0.173 5.171 0.4160
H 3.839 -1.395 3.038 0.3717
H -1.829 0.583 3.375 0.4866
H -4.646 -6.493 -0.540 0.1989
H -2.733 0.086 1.928 0.4380
H -2.287 -4.164 -1.795 0.1304
H -1.111 2.252 -4.724 0.3990
H 4.051 -0.106 0.490 0.5789
H -4.604 -5.849 1.069 0.2432
H -1.488 2.275 0.428 0.4682
```

Total energy, eV: -62845.492
ΔE to the lowest compared entry with this formula, charge and spin, kJ/mol: 0.0
Total charge: +1
HOMO, hartree: -0.409
Gap between HOMO and LUMO, eV: 7.345
LUMO energy, hartree: -0.1394

---

Record 4
Formula: C19H24FN3O2
Source: the OMol25 dataset
Level of theory: ωB97M-V with the def2-TZVPD basis set

XYZ file:
```
49
Properties=species:S:1:pos:R:3:mulliken_charge:R:1
F -4.738 -0.297 2.148 -0.2962
O -3.478 0.291 -0.107 -0.1120
O 3.347 -2.025 -0.611 -0.1298
N 4.583 -2.110 -0.046 -0.5802
N 0.679 -0.320 0.118 0.1029
N 3.847 -0.021 0.101 -0.3707
C -1.296 0.815 -0.914 0.9005
C 1.617 -0.340 -0.993 -0.3362
C -1.135 1.979 0.067 -0.8431
C -0.708 -0.454 -0.273 -1.5415
C -4.804 0.033 -0.193 0.2140
C 0.863 0.801 1.023 -0.9091
C 2.956 -0.754 -0.492 0.3390
C 6.856 1.432 -0.564 -0.5066
C -5.568 0.049 -1.354 -0.5293
C -6.805 -0.562 1.057 -0.4943
C 6.128 -0.506 1.012 -0.9348
C -7.546 -0.542 -0.115 -0.4749
C 4.853 -0.906 0.370 0.6201
C -6.924 -0.237 -1.309 -0.7220
C 7.072 0.045 -0.041 -0.0837
C -2.764 0.599 -1.284 -1.3233
C -5.459 -0.278 1.006 0.6939
C 8.030 1.139 0.321 -0.6228
C 0.329 2.127 0.469 -0.6348
H 6.571 -1.377 1.496 0.3175
H 5.916 0.264 1.754 0.2985
H -3.170 1.511 -1.744 0.5395
H -7.493 -0.218 -2.226 0.3679
H -0.800 -1.303 -0.955 0.3916
H 6.035 1.998 -0.153 0.1996
H 0.331 0.555 1.946 0.4184
H 9.016 1.123 -0.119 0.2560
H 0.434 2.902 1.229 0.4308
H 8.013 1.515 1.332 0.2409
H -1.280 -0.679 0.631 0.3834
H -1.740 1.771 0.951 0.3133
H -8.601 -0.763 -0.088 0.3737
H 1.287 -1.089 -1.716 0.4172
H 0.921 2.430 -0.398 0.3092
H 7.411 -0.706 -0.744 0.4217
H -1.500 2.905 -0.385 0.3498
H -7.257 -0.796 2.007 0.4447
H -5.110 0.284 -2.302 0.3383
H 7.035 1.623 -1.611 0.2715
H -0.754 1.039 -1.840 0.3052
H -2.849 -0.228 -2.004 0.5169
H 1.928 0.888 1.247 0.3990
H 1.727 0.631 -1.500 0.2703
```

Total energy, eV: -31373.398
ΔE to the lowest compared entry with this formula, charge and spin, kJ/mol: 303.8
Total charge: 0
SMILES: Fc1ccccc1OC[C@H]1CCCN(Cc2nc(CC3CC3)no2)C1
HOMO, hartree: -0.315
Gap between HOMO and LUMO, eV: 9.253
LUMO energy, hartree: 0.0254

---

Record 5
Formula: C19H24FN3O3S
Source: the OMol25 dataset
Level of theory: ωB97M-V with the def2-TZVPD basis set

XYZ file:
```
51
Properties=species:S:1:pos:R:3:mulliken_charge:R:1
S 0.513 0.761 1.060 1.2040
F 2.622 -4.009 4.031 -0.2892
O 1.421 0.674 2.095 -0.6055
O 0.186 2.163 0.619 -0.7580
O -2.413 0.624 -0.907 -0.7802
N -1.007 0.424 1.712 -0.3589
N -1.342 2.194 -2.000 0.6605
N 1.196 -1.432 -1.953 -0.0336
C -2.883 3.772 -3.101 -1.8621
C -0.107 2.830 -2.309 -0.7897
C -0.284 0.137 -1.718 -0.1460
C 0.574 -0.023 -0.449 1.4053
C -0.270 3.377 -3.926 -1.0465
C 0.096 -0.668 -2.629 0.7740
C -2.371 3.140 -1.779 -0.4787
C 1.742 -3.317 3.558 0.5820
C -1.398 0.934 -1.552 -0.3932
C 1.092 -2.311 4.130 -0.6803
C -1.236 4.656 -3.599 -1.0256
C 1.100 -3.960 2.294 -0.7222
C -0.473 -1.032 -3.939 -1.9960
C -0.421 -1.900 2.364 0.4921
C 0.162 -3.098 1.607 -0.3523
C 1.591 -0.821 -0.655 -0.3438
C 2.824 -1.479 -0.001 -1.2712
C -1.549 -0.971 1.745 -0.6797
C 0.226 -1.440 3.399 -0.4164
H -1.310 -0.659 -3.977 0.6569
H -0.728 2.854 -4.482 0.8048
H -1.626 5.084 -4.412 0.5235
H -0.486 -2.074 -4.117 0.4177
H -1.681 -1.496 0.699 0.2083
H 0.629 1.976 -2.463 0.1991
H -2.453 -1.181 2.209 0.6591
H 1.832 -4.619 1.728 0.3058
H 1.627 -2.168 -2.426 0.1745
H -3.261 2.458 -1.425 0.3315
H 1.502 -1.798 5.231 0.1387
H -3.560 4.424 -2.875 0.5696
H -2.253 3.914 -1.000 0.3374
H 0.425 -0.637 -4.734 0.2882
H -0.914 5.244 -2.847 0.4713
H -0.150 -0.645 3.875 0.6126
H -3.054 3.151 -3.708 0.8531
H 0.159 3.611 -1.649 0.4969
H -1.942 0.806 1.296 0.2579
H 2.777 -2.600 0.118 0.2232
H 3.715 -1.408 -0.615 0.4208
H 0.571 4.074 -4.136 0.3107
H -0.337 -3.464 0.724 0.3740
H 2.664 -1.005 0.984 0.2758
```

Total energy, eV: -44244.731
ΔE to the lowest compared entry with this formula, charge and spin, kJ/mol: 1374.8
Total charge: 0
HOMO, hartree: -0.317
Gap between HOMO and LUMO, eV: 9.089
LUMO energy, hartree: 0.0168

---

Record 6
Formula: C19H24IMnN7O4
Source: the OMol25 dataset
Level of theory: ωB97M-V with the def2-TZVPD basis set

XYZ file:
```
56
Properties=species:S:1:pos:R:3:mulliken_spin:R:1
I -2.652 0.390 1.739 -0.0218
Mn -0.124 0.005 1.919 1.0046
O 0.396 2.027 1.047 0.0134
O 2.165 -0.434 5.376 0.0029
O 0.556 -0.081 3.869 0.0001
O 0.560 3.590 -0.519 -0.0011
N -1.181 5.298 -1.438 -0.0001
N -0.078 -2.368 1.294 0.0015
N 2.293 -0.360 1.856 -0.0085
N 0.523 -4.458 1.760 0.0002
N -2.130 3.231 -1.314 0.0006
N -2.420 4.486 -3.240 0.0000
N 0.134 0.019 -0.721 0.0017
C 3.158 -0.371 0.851 -0.0021
C 5.026 -0.116 2.310 -0.0001
C -0.631 -4.561 1.026 0.0023
C -2.154 -2.985 -0.014 -0.0004
C 1.750 -0.246 4.242 0.0062
C -2.524 -5.380 -0.121 0.0001
C 0.627 1.293 -1.233 0.0010
C 0.038 1.733 -2.588 0.0000
C 4.525 -0.248 1.022 0.0001
C -1.441 1.425 -2.880 0.0000
C 0.504 2.411 -0.126 -0.0024
C 0.797 -3.138 1.887 0.0031
C 4.133 -0.108 3.363 -0.0003
C 2.775 -0.227 3.093 -0.0029
C -1.381 -5.649 0.604 -0.0004
C -2.489 1.950 -1.880 -0.0018
C -1.005 -3.230 0.734 0.0009
C -1.907 4.338 -2.003 0.0003
C -2.897 -4.071 -0.429 -0.0003
H 0.616 -0.766 -1.149 0.0006
H -3.132 3.848 -3.554 0.0000
H 0.610 1.262 -3.393 -0.0002
H -1.649 1.855 -3.862 0.0000
H -1.586 0.348 -2.976 -0.0002
H -1.088 -6.660 0.840 0.0000
H -1.678 3.187 -0.407 -0.0002
H -3.144 -6.200 -0.452 0.0000
H 2.737 -0.505 -0.136 0.0006
H 1.046 -5.211 2.176 -0.0003
H 0.210 2.809 -2.660 0.0002
H -3.801 -3.908 -0.996 0.0000
H -0.857 -0.086 -0.926 -0.0002
H -3.464 2.015 -2.374 -0.0001
H 5.184 -0.270 0.168 0.0000
H -2.359 5.378 -3.701 0.0000
H 1.715 1.213 -1.359 -0.0004
H -2.476 -1.980 -0.228 0.0016
H 1.655 -2.783 2.424 0.0004
H -0.968 6.133 -1.961 0.0000
H -2.608 1.278 -1.030 0.0013
H 4.453 -0.024 4.389 -0.0001
H -0.451 4.938 -0.795 0.0001
H 6.090 -0.035 2.479 0.0000
```

Total energy, eV: -78136.796
ΔE to the lowest compared entry with this formula, charge and spin, kJ/mol: 226.2
Total charge: 0
HOMO (alpha / beta), hartree: -0.276 / -0.265
Gap between HOMO and LUMO (alpha / beta), eV: 7.416 / 7.112
LUMO energy (alpha / beta), hartree: -0.0034 / -0.0034
Spin multiplicity: 2